Computed, not measured: a structure of composition C35H37INiP2 at a distorted geometry, with ωB97M-V/def2-TZVPD.

The calculation puts the energy at -104613.5684 eV. The expectation value of S² is 2.012.

```
! wB97M-V def2-TZVPD RIJCOSX def2/J DEFGRID3
* xyz 0 3
Ni -1.63 0.66 6.17
C -0.80 2.51 7.08
C -0.65 2.63 5.71
C 0.64 2.42 4.95
C 0.81 0.98 4.40
C 0.29 -0.09 5.33
C 0.42 -0.11 6.72
C 1.17 0.92 7.54
C 0.27 2.07 8.06
C -2.51 -1.22 6.00
H -1.67 2.98 7.54
H -1.43 3.17 5.18
H 1.49 2.69 5.58
H 0.67 3.12 4.10
H 0.25 0.90 3.46
H 1.87 0.80 4.16
H 0.02 -1.02 4.85
H 0.20 -1.05 7.22
H 2.00 1.33 6.95
H 1.62 0.42 8.40
H -0.24 1.73 8.97
H 0.89 2.93 8.36
H -3.36 -1.33 6.68
H -1.79 -2.02 6.21
H -2.87 -1.35 4.97
P -1.31 0.95 -3.62
P 0.07 -2.52 -3.16
C 0.37 0.30 -3.74
C 0.88 -0.92 -3.46
C -1.43 2.23 -4.92
C -0.33 2.94 -5.41
C -0.49 3.88 -6.42
C -1.76 4.13 -6.95
C -2.86 3.44 -6.46
C -2.70 2.48 -5.46
C -1.11 1.96 -2.09
C -0.91 1.28 -0.88
C -0.79 1.98 0.32
C -0.88 3.37 0.33
C -1.10 4.06 -0.86
C -1.21 3.36 -2.07
C 0.85 -3.48 -4.52
C 0.49 -3.16 -5.84
C 1.01 -3.88 -6.91
C 1.89 -4.94 -6.69
C 2.23 -5.28 -5.38
C 1.72 -4.56 -4.30
C 0.88 -3.20 -1.67
C 0.13 -4.07 -0.86
C 0.68 -4.62 0.29
C 1.99 -4.29 0.66
C 2.74 -3.42 -0.13
C 2.19 -2.88 -1.29
H 1.09 1.08 -3.99
H 1.96 -1.03 -3.52
H 0.66 2.74 -4.99
H 0.38 4.42 -6.80
H -1.88 4.87 -7.74
H -3.85 3.63 -6.87
H -3.56 1.92 -5.10
H -0.87 0.19 -0.87
H -0.63 1.44 1.25
H -0.80 3.92 1.27
H -1.18 5.14 -0.86
H -1.37 3.90 -2.99
H -0.22 -2.35 -6.02
H 0.73 -3.61 -7.93
H 2.29 -5.50 -7.53
H 2.91 -6.11 -5.20
H 2.00 -4.83 -3.29
H -0.90 -4.29 -1.14
H 0.09 -5.29 0.91
H 2.42 -4.71 1.57
H 3.75 -3.16 0.16
H 2.78 -2.20 -1.91
I -2.71 0.60 8.51
*
```